Entry from the OMol25 dataset: one molecule with the formula C5H7NO2S at a distorted geometry (ωB97M-V/def2-TZVPD).

The spin multiplicity is 1. As for the energy above the lowest of the compared OMol25 structures with the same formula, charge and spin: 678.5 kJ/mol. The SMILES is C=C=[N+]([O-])OCC(C)=S.

Geometry (Å):
C 3.55131 -1.40425 0.22789
C 2.54764 -0.60928 0.23971
N 1.63433 0.23452 0.19800
O 1.46045 1.16262 0.99622
O 0.62383 0.17159 -0.89464
C -0.63012 0.70346 -0.70617
C -1.57049 -0.11640 0.10420
C -2.97800 0.54390 0.35094
S -1.16453 -1.63329 0.37316
H 3.62600 -2.38510 0.69556
H 4.36172 -1.10137 -0.57934
H -1.18725 0.77407 -1.73124
H -0.77750 1.81616 -0.35209
H -2.83792 1.25884 1.10253
H -3.10886 0.90591 -0.59947
H -3.55061 -0.32139 0.57475